{
  "formula": "C20H36CeN6O2S2",
  "method": "the ωB97M-V functional and the def2-TZVPD basis",
  "species": ["Ce", "N", "C", "C", "N", "C", "C", "N", "C", "C", "N", "H", "H", "H", "H", "H", "H", "H", "H", "H", "H", "H", "H", "H", "H", "H", "H", "H", "H", "O", "C", "C", "C", "C", "C", "C", "C", "O", "N", "N", "C", "S", "C", "C", "S", "H", "H", "H", "H", "H", "H", "H", "H", "H", "C", "C", "C", "C", "H", "H", "H", "H", "H", "H", "H", "H", "H"],
  "xyz": [[0.77492, -0.06648, 0.26048], [0.09339, -2.68182, 0.65212], [-0.50357, -2.76078, 1.99469], [0.49274, -2.37724, 3.07785], [1.22521, -1.11872, 2.82693], [2.68886, -1.32611, 2.91280], [3.25608, -2.18258, 1.80449], [3.07707, -1.52254, 0.50499], [0.85448, -0.05614, 3.78244], [-0.51710, 0.52281, 3.52192], [-0.50806, 1.26154, 2.24490], [-0.60695, -2.86986, -0.06176], [0.81577, -3.38602, 0.52561], [-0.90006, -3.75673, 2.21954], [-1.35691, -2.07711, 2.00569], [1.21926, -3.18355, 3.20661], [-0.03808, -2.31143, 4.03352], [2.95775, -1.75304, 3.88888], [3.16055, -0.34130, 2.86205], [2.76894, -3.15924, 1.76552], [4.30991, -2.38039, 2.02793], [3.29494, -2.16165, -0.25493], [3.72629, -0.74305, 0.41519], [1.60194, 0.73515, 3.68992], [0.91498, -0.42743, 4.81516], [-0.81317, 1.16000, 4.35968], [-1.25956, -0.27469, 3.45804], [0.00551, 2.13329, 2.36832], [-1.45167, 1.53312, 1.97629], [-2.98894, 0.58714, -4.13411], [-1.75784, 0.43073, -4.65416], [-1.61647, 0.67620, -6.02084], [-0.39300, 0.52135, -6.63122], [0.72794, 0.12182, -5.89993], [0.59426, -0.11613, -4.55197], [-0.63759, 0.03295, -3.89888], [-0.70749, -0.22295, -2.45291], [0.42209, -0.53582, -1.84539], [-1.84793, -0.09145, -1.85085], [-1.84973, -0.23391, -0.44855], [-3.04350, -0.47813, -0.05162], [-3.44336, -0.41426, 1.65776], [-5.04834, -1.22015, 1.47189], [-5.64537, -0.70599, 0.17313], [-4.38421, -0.78711, -1.11684], [-2.93590, 0.38735, -3.17316], [-2.49150, 0.98323, -6.57514], [-0.30300, 0.70950, -7.69261], [1.68607, 0.00349, -6.38378], [1.44956, -0.42446, -3.96886], [-5.65630, -0.94678, 2.33350], [-4.91917, -2.30183, 1.45422], [-5.98636, 0.32299, 0.28650], [-6.48554, -1.32134, -0.14769], [3.03965, 4.08849, -0.32144], [2.23824, 2.80741, -0.51915], [0.74134, 3.13919, -0.48995], [2.58127, 1.69191, 0.47691], [2.80729, 4.84984, -1.06836], [4.11006, 3.88682, -0.36244], [2.82967, 4.51501, 0.66460], [2.45610, 2.43668, -1.53146], [0.44211, 3.48869, 0.50512], [0.07890, 2.29618, -0.75760], [0.46153, 3.92170, -1.19623], [2.57116, 2.10926, 1.50450], [3.62084, 1.36433, 0.33217]],
  "forces_ev_per_angstrom": [[0.4, -0.2, 1.2], [0.1, -0.1, -0.1], [-0.2, 0.0, -0.1], [0.1, -0.1, 0.2], [0.2, 0.2, -0.2], [-0.1, 0.1, 0.2], [0.1, -0.1, -0.1], [0.0, 0.1, -0.2], [0.1, -0.1, 0.1], [-0.1, 0.0, 0.0], [-0.1, 0.0, 0.0], [0.0, 0.0, 0.1], [-0.1, 0.0, 0.1], [0.0, 0.0, 0.0], [0.1, 0.0, 0.0], [0.0, 0.0, 0.0], [0.0, 0.0, 0.0], [0.0, 0.0, 0.0], [0.0, 0.0, 0.0], [0.0, 0.0, 0.0], [-0.1, 0.0, 0.0], [0.0, 0.0, 0.1], [-0.1, 0.0, 0.0], [-0.1, 0.1, 0.0], [0.0, 0.0, 0.0], [0.1, 0.0, 0.0], [0.0, 0.0, 0.0], [0.0, -0.1, -0.1], [0.0, 0.0, 0.1], [0.1, 0.0, 0.1], [-0.1, 0.0, 0.0], [0.0, 0.0, 0.1], [0.1, 0.0, 0.0], [-0.1, 0.0, 0.0], [0.0, 0.0, 0.0], [-0.1, -0.1, -0.1], [1.0, -0.1, -0.2], [-0.8, 0.1, -0.7], [-0.3, 0.0, 0.1], [0.0, 0.0, -0.7], [0.0, 0.2, 0.5], [0.1, -0.1, 0.1], [-0.1, 0.0, 0.0], [-0.1, 0.0, 0.2], [0.0, 0.0, -0.2], [0.0, 0.1, -0.1], [0.0, 0.0, 0.0], [0.0, 0.0, 0.0], [0.0, 0.0, 0.0], [0.0, 0.0, 0.0], [0.0, 0.0, 0.0], [0.0, 0.0, 0.0], [0.0, 0.0, 0.0], [0.0, 0.0, 0.0], [0.1, 0.1, 0.1], [0.0, -0.1, -0.3], [-0.2, -0.1, 0.1], [-0.1, -0.2, 0.2], [0.0, 0.0, -0.1], [0.0, 0.0, 0.0], [0.0, 0.0, 0.0], [0.0, 0.0, 0.1], [0.0, 0.0, 0.0], [0.1, 0.0, 0.0], [0.1, 0.0, 0.0], [0.0, 0.1, -0.1], [0.0, 0.2, -0.1]],
  "mulliken_spin": [1.0030, 0.0008, 0.0052, -0.0002, -0.0002, 0.0023, 0.0000, 0.0009, 0.0009, 0.0037, 0.0010, 0.0010, 0.0009, 0.0002, -0.0033, -0.0004, 0.0001, 0.0001, -0.0003, -0.0001, 0.0001, 0.0004, 0.0006, -0.0005, -0.0005, 0.0000, -0.0025, 0.0009, 0.0001, 0.0000, -0.0003, 0.0000, 0.0000, 0.0001, 0.0000, -0.0010, -0.0025, -0.0002, 0.0020, -0.0048, 0.0026, 0.0001, 0.0000, 0.0000, -0.0001, 0.0001, 0.0000, 0.0000, 0.0000, -0.0004, 0.0000, 0.0000, 0.0000, 0.0000, 0.0003, 0.0004, 0.0029, -0.0109, -0.0002, 0.0000, 0.0000, 0.0002, 0.0001, -0.0020, 0.0001, -0.0005, 0.0001],
  "e_homo_ev": [-10.0, -10.0],
  "multiplicity": 2,
  "total_charge": 1,
  "homo_lumo_gap_ev": [7.8, 7.8],
  "s_squared": 0.7508,
  "de_lowest_kj_mol": 0.0
}



{
  "formula": "C2H9N4",
  "method": "the ωB97M-V functional and the def2-TZVPD basis",
  "species": ["C", "C", "N", "N", "N", "N", "H", "H", "H", "H", "H", "H", "H", "H", "H"],
  "xyz": [[-2.21374, 0.64576, -0.75008], [-1.21151, -0.10200, 1.28617], [1.14083, -0.27020, 1.14556], [0.08165, -0.39369, 1.74960], [-1.21327, 0.49541, -0.04655], [2.13713, -0.15682, -1.31707], [-3.09065, 0.01627, -0.69394], [-1.99650, 1.21647, -1.72601], [2.87792, 0.53249, -1.41463], [-1.99759, -0.82635, 1.28705], [-1.43795, 0.55414, 2.12361], [2.07963, -0.42082, 1.70641], [2.17555, -1.18979, -1.40368], [1.21285, 0.02986, 0.16728], [1.45566, -0.13074, -2.11371]],
  "forces_ev_per_angstrom": [[-0.1, -0.1, -3.5], [0.0, 1.5, -2.6], [0.3, 0.2, 2.3], [1.4, -2.2, 1.7], [2.6, 1.2, 2.6], [-3.1, -1.1, -1.3], [-0.9, 0.4, 0.5], [-0.9, -0.8, 1.4], [0.4, -1.2, -0.5], [0.2, -1.6, 0.9], [-0.7, 0.9, -0.2], [-2.4, 0.2, -1.2], [2.1, 0.9, 0.6], [0.5, 0.2, -1.5], [0.8, 1.4, 0.8]],
  "nbo_charge": [0.0207, -0.1748, -0.3058, 0.0575, -0.4715, -1.1389, 0.1712, 0.2007, 0.4207, 0.2674, 0.2802, 0.4301, 0.4041, 0.4435, 0.3947],
  "e_homo_ev": -14.0,
  "total_charge": 1,
  "homo_lumo_gap_ev": 8.8,
  "de_lowest_kj_mol": 442.3
}